(1)
Computed, not measured: a 2-piece molecular cluster, C14H16 overall at a distorted geometry, with ωB97M-V/def2-TZVPD.

Properties
Charge   0
Orbital gap   9.93 eV
Highest occupied orbital energy   -8.97 eV
Spin multiplicity   1
SMILES   Cc1ccccc1.Cc1ccccc1

Cartesian coordinates (Å):
C -0.24786 1.85776 4.83020
C -0.09865 0.78931 3.77700
C -0.80718 -0.40223 3.90362
C -0.76848 -1.36299 2.90793
C 0.14567 -1.22282 1.87584
C 0.90849 -0.06983 1.78205
C 0.76575 0.95312 2.70503
H 0.35999 2.71596 4.56953
H 0.08782 1.50064 5.80653
H -1.26998 2.21509 4.97957
H -1.51016 -0.55575 4.71058
H -1.48346 -2.17806 2.87608
H 0.42829 -1.99735 1.17376
H 1.61588 -0.09809 0.96520
H 1.20411 1.93636 2.61099
C 1.21889 -1.61732 -4.61779
C 0.43321 -0.71210 -3.71112
C -0.11324 -1.17889 -2.52465
C -0.83321 -0.30617 -1.72078
C -1.11482 0.97761 -2.12271
C -0.51746 1.48207 -3.26481
C 0.28667 0.63524 -4.01705
H 0.63775 -2.11199 -5.39208
H 1.68772 -2.40845 -4.03086
H 2.03329 -1.07892 -5.10642
H 0.11130 -2.15216 -2.10696
H -1.24951 -0.65380 -0.78144
H -1.89247 1.53678 -1.60209
H -0.66762 2.52567 -3.50013
H 0.64927 0.98132 -4.97502

Forces on atoms 1 to 2 (eV/Å):
C 0.09 0.05 0.12
C -0.13 -0.20 0.65

=====

(2)
Computed, not measured: C2H5N5O as an isolated structure at a distorted geometry, with ωB97M-V/def2-TZVPD.

Properties
Charge   0
Orbital gap   8.49 eV
Highest occupied orbital energy   -9.60 eV
Spin multiplicity   1

Cartesian coordinates (Å):
C 0.43476 -1.63944 -0.59950
C -1.12767 -0.15690 -0.25660
H 0.00106 2.70489 -0.79725
H 0.18634 1.88273 0.83954
H 2.12405 0.49991 1.27452
H 1.24033 -2.50556 -0.57516
H -2.75200 -0.91178 0.47791
N 0.34561 1.84948 -0.21730
N -0.00527 0.64914 -0.80195
N 1.18772 -0.40093 -0.67813
N -0.76074 -1.47109 -0.23974
N -2.32123 0.01338 0.50771
O 1.44704 -0.51383 1.06594

Forces on atoms 1 to 2 (eV/Å):
C 3.19 0.22 0.85
C -3.84 0.47 4.24

=====

(3)
Computed, not measured: C42H46Br2N9Ti as an isolated structure, with ωB97M-V/def2-TZVPD.

Properties
Charge   +2
<S²>   0.79
Orbital gap (alpha / beta)   6.54 / 5.68 eV
Highest occupied orbital energy (alpha / beta)   -13.04 / -13.04 eV
Spin multiplicity   2

Cartesian coordinates (Å):
Ti 0.54106 0.15609 0.43018
C -2.55347 0.35234 3.25811
C -1.04672 0.62186 3.33610
C -0.77573 1.88035 4.16196
C -0.27991 -0.55730 3.89969
C -0.64312 -0.95204 5.18075
C -0.00491 -1.99533 5.81385
C 0.96847 -2.69099 5.12443
C 1.35813 -2.37078 3.82628
C 2.32438 -3.38424 3.21140
C 3.80334 -2.97401 3.19193
C 1.82135 -3.97517 1.89311
C 0.76324 -1.23124 3.22774
N 1.16567 -0.73038 1.94150
C 2.55707 -0.47074 1.56386
C 2.84202 1.37090 -0.26235
C 3.87381 1.67138 -1.09741
C 3.31639 1.63511 -2.40142
C 1.98015 1.30678 -2.30582
N 1.65697 1.15218 -0.96744
C 0.97689 1.32690 -3.44001
C 0.35536 2.73131 -3.50711
C -0.13387 0.29502 -3.25581
C 1.68539 1.03516 -4.76634
H -3.05553 1.16474 2.72613
H -2.99596 0.30083 4.25241
H -2.77014 -0.58711 2.74962
H -0.73540 0.78127 2.29616
H -1.16738 1.74605 5.17016
H -1.27568 2.75322 3.73653
H 0.28978 2.08474 4.25835
H -1.43532 -0.42290 5.69314
H -0.28078 -2.28713 6.81740
H 1.43079 -3.54630 5.59988
H 2.29192 -4.21582 3.91626
H 4.08194 -2.37711 2.32721
H 4.42336 -3.86987 3.15664
H 4.06887 -2.42691 4.09717
H 1.61431 -3.22204 1.14057
H 0.89770 -4.53019 2.06193
H 2.55665 -4.67098 1.48639
H 3.24671 -0.68292 2.37775
H 4.89192 1.89893 -0.82727
H 3.84291 1.86314 -3.31288
H -0.13346 2.99200 -2.56672
H -0.38176 2.78540 -4.31063
H 1.12218 3.48137 -3.69806
H -0.64086 0.40832 -2.29636
H 0.25623 -0.71925 -3.33159
H -0.88523 0.40953 -4.03859
H 2.42278 1.79907 -5.00660
H 0.95597 1.01933 -5.57705
H 2.18947 0.06796 -4.73933
Br 5.03505 3.76804 3.52489
C 3.62400 2.94072 2.61111
C 2.36418 3.57116 2.57520
C 1.27156 2.88885 2.01005
N 1.38008 1.71466 1.46233
C 2.70530 1.14220 1.21408
C 3.81359 1.74536 1.99526
C 2.84049 -1.28602 0.31434
C 4.05804 -1.79924 -0.06396
C 4.11280 -2.56299 -1.22389
Br 5.73221 -3.31431 -1.76256
C 2.96020 -2.77166 -1.96837
C 1.79426 -2.15992 -1.55549
N 1.73594 -1.42991 -0.44017
H 2.21343 4.54203 3.02183
H 0.28289 3.32975 2.05449
H 4.77657 1.25182 1.99627
H 4.94654 -1.63235 0.52829
H 2.97225 -3.38221 -2.85896
H 0.87924 -2.26722 -2.12122
C -2.05723 2.49947 -0.52090
C -2.33444 1.04938 -0.36926
N -1.44928 0.13053 0.03310
C -2.11085 -1.09824 0.06699
C -3.38325 -0.90534 -0.33598
N -3.50278 0.44845 -0.60295
C -4.75711 1.10537 -1.04372
N -5.40704 0.33591 -2.03663
N -6.26892 -0.65844 -1.64622
N -6.63156 -1.31979 -2.66453
C -5.99750 -0.80332 -3.78255
C -6.07531 -1.18771 -5.12248
C -5.31469 -0.47615 -6.02066
C -4.49695 0.59550 -5.60726
C -4.41539 0.98850 -4.28763
C -5.19156 0.25951 -3.38615
H -0.99119 2.68750 -0.38601
H -2.61471 3.08213 0.21436
H -2.33222 2.85365 -1.51485
H -1.62274 -2.00786 0.38150
H -4.21259 -1.58253 -0.44497
H -4.50405 2.09154 -1.43001
H -5.42008 1.20205 -0.18460
H -6.71400 -2.00404 -5.42826
H -5.34608 -0.73247 -7.07006
H -3.92588 1.13118 -6.35348
H -3.79914 1.82588 -3.98612

Forces on atoms 1 to 2 (eV/Å):
Ti -0.28 -0.29 -0.40
C 0.03 -0.02 0.00

=====

(4)
Computed, not measured: a 2-piece molecular cluster, CHBr2F2P overall at a distorted geometry, with ωB97M-V/def2-TZVPD.

Properties
Charge   0
Orbital gap (alpha / beta)   8.29 / 7.67 eV
Highest occupied orbital energy (alpha / beta)   -8.44 / -8.91 eV
Spin multiplicity   1

Cartesian coordinates (Å):
C 1.18803 0.23521 -0.27722
F 1.58004 1.41098 -0.80236
F 1.90371 -0.06226 0.77447
P -1.25662 -0.10488 1.16275
Br -2.69585 1.05747 -0.08107
Br -1.67341 -2.02612 0.23808
H 0.95410 -0.51039 -1.01465

Forces on atoms 1 to 2 (eV/Å):
C -1.38 1.43 0.38
F -0.38 -0.86 0.41

=====

(5)
Computed, not measured: C49H36F15GeIIrN6O5S as an isolated structure at a distorted geometry, with ωB97M-V/def2-TZVPD.

Properties
Charge   0
<S²>   0.76
Orbital gap (alpha / beta)   7.92 / 5.57 eV
Highest occupied orbital energy (alpha / beta)   -8.38 / -8.37 eV
Spin multiplicity   2

Cartesian coordinates (Å):
Ir -1.04606 0.57914 -0.19681
C -1.78822 4.22281 4.01733
C -0.96447 2.99754 3.61612
C 0.27096 3.35281 2.82246
C 1.28109 4.06284 3.46882
C 2.43451 4.44176 2.80650
C 2.59058 4.11200 1.46973
C 1.59343 3.43551 0.77620
C 1.72611 3.24819 -0.71176
C 1.04078 4.36245 -1.50394
C 0.43733 3.05226 1.46602
N -0.66076 2.46970 0.72628
C -1.66727 3.27244 0.53978
C -2.85641 2.77327 -0.02970
C -4.12429 3.27771 -0.31124
C -4.87781 2.19267 -0.76563
C -4.04552 1.07002 -0.74500
N -2.83257 1.43007 -0.30023
H -2.63537 3.93020 4.63783
H -2.17897 4.74156 3.14042
H -1.18674 4.93656 4.58111
H -1.59403 2.31606 3.05050
H -0.65725 2.46048 4.51737
H 1.14602 4.32378 4.51260
H 3.20535 5.00019 3.32317
H 3.48281 4.41599 0.93406
H 1.30712 2.28527 -0.99072
H 2.78818 3.22210 -0.96891
H -0.03594 4.36732 -1.33150
H 1.19220 4.21886 -2.57325
H 1.44172 5.33759 -1.22074
H -1.59336 4.30735 0.86274
H -4.44813 4.29903 -0.19356
H -5.91050 2.20088 -1.07142
H -4.27896 0.04974 -1.01272
O 2.41521 0.58455 -5.07101
C 2.79403 -0.40353 -4.28018
O 3.64100 -1.20287 -4.59266
C 2.12065 -0.50970 -2.95408
C 2.43777 -1.46970 -2.01747
N 1.63935 -1.27736 -0.95891
N 0.83446 -0.22688 -1.13522
C 1.10208 0.24713 -2.34472
C 0.28414 1.41227 -2.79429
O 0.53172 1.95511 -3.87142
O -0.66798 1.71236 -2.00083
H 1.69508 1.14413 -4.66369
H 3.17261 -2.25599 -2.05287
H 1.67895 -1.68758 -0.03308
F 3.47213 -1.16693 5.81638
C 3.47009 -2.10545 4.86226
C 3.34499 -1.76006 3.52764
C 3.39043 -2.81124 2.62796
F 3.30705 -2.56462 1.30083
C 3.52752 -4.13267 3.00255
F 3.55708 -5.10482 2.09056
C 3.63645 -4.43714 4.34862
F 3.76930 -5.69958 4.73820
C 3.61200 -3.41773 5.28352
F 3.72771 -3.70597 6.57774
Ge 3.05094 0.06709 2.80098
S 1.06904 -0.25062 1.90136
C 4.61891 0.31945 1.65598
C 5.87920 0.04736 2.15921
F 6.02090 -0.28308 3.45072
C 7.01874 0.12188 1.38271
F 8.21642 -0.13984 1.89876
C 6.90493 0.47982 0.04697
F 7.98968 0.55657 -0.71213
C 5.66016 0.76142 -0.48909
F 5.54228 1.10869 -1.76692
C 4.54617 0.67842 0.32808
F 3.35649 0.95634 -0.21554
C 3.07075 1.34194 4.28141
C 4.03079 2.32045 4.46774
F 4.99466 2.52025 3.56043
C 4.03390 3.15239 5.57384
F 4.96146 4.09998 5.70853
C 3.04301 3.01766 6.52781
F 3.02029 3.82380 7.58311
C 2.05998 2.05493 6.37019
F 1.09730 1.93173 7.28348
C 2.09029 1.24130 5.25627
F 1.14744 0.29785 5.15472
C -3.16492 -7.70856 -1.17782
C -2.19793 -6.87358 -0.35132
N -1.85519 -5.59903 -0.98540
C -0.52251 -5.44876 -1.55732
C -0.32967 -6.23280 -2.84652
C -2.77976 -4.61555 -0.92833
O -3.85521 -4.73517 -0.36635
C -2.45570 -3.30889 -1.60623
C -2.68030 -3.10439 -2.95654
C -2.46627 -1.83760 -3.47290
C -2.01485 -0.83470 -2.63986
N -1.75957 -1.04000 -1.33539
C -2.00956 -2.25237 -0.83206
H -3.37574 -8.64897 -0.66780
H -2.75088 -7.93884 -2.15999
H -4.10447 -7.17438 -1.30855
H -1.26240 -7.41034 -0.18862
H -2.63686 -6.65734 0.62317
H 0.20199 -5.77724 -0.80702
H -0.33170 -4.39075 -1.73034
H -0.47467 -7.30127 -2.68484
H 0.68071 -6.08561 -3.22880
H -1.03703 -5.90606 -3.61015
H -3.03201 -3.91242 -3.58571
H -2.65036 -1.61164 -4.51333
H -1.88355 0.17201 -3.00066
H -1.81364 -2.40028 0.21870
I -1.36205 -1.99769 2.69074
C -1.92193 -0.22284 1.53524
H -1.88807 0.52282 2.32173
H -2.96708 -0.44154 1.32433

Forces on atoms 1 to 2 (eV/Å):
Ir -0.80 -0.19 -1.40
C 0.01 -0.01 0.01

=====

| no. | electronic energy (Ha) | molar mass (g mol⁻¹) |
| --- | --- | --- |
| 1 | -543.05537 | 184.28 |
| 2 | -427.94770 | 115.10 |
| 3 | -8117.85509 | 884.57 |
| 4 | -5727.76578 | 241.80 |
| 5 | -6968.71827 | 1497.63 |